1.
# C27H28CuN5O5S

C27H28CuN5O5S as an isolated structure at a distorted geometry (the ωB97M-V functional and the def2-TZVPD basis, the Open Molecules 2025 dataset).

Last column: Mulliken charge in e.
Atoms and positions in Å:
1 Cu -3.8528 -19.2456 -4.1439  0.041
2 N 1.9406 -16.2071 -4.4438  -0.607
3 C 1.3435 -17.2004 -4.5196  -0.045
4 C 0.5002 -18.3951 -4.4733  0.864
5 C 0.9297 -19.5869 -3.9506  -0.548
6 C 0.1102 -20.7103 -4.0045  -0.263
7 C -1.1303 -20.6285 -4.6330  -0.330
8 N -1.5231 -19.4983 -5.2482  -0.443
9 C -0.7212 -18.4677 -5.1859  -0.242
10 H 1.9419 -19.7636 -3.6165  0.449
11 H 0.4560 -21.6727 -3.5126  0.312
12 H -1.8262 -21.5379 -4.6839  0.401
13 H -1.0086 -17.6044 -5.7520  0.467
14 C -3.0446 -24.4806 -7.8667  -1.313
15 C -4.1601 -24.3767 -6.7902  0.778
16 C -4.0920 -25.0724 -5.6041  -0.304
17 C -5.0777 -24.8749 -4.6210  -0.708
18 C -6.1483 -24.0416 -4.8945  0.150
19 C -6.2003 -23.2774 -6.0755  -0.735
20 C -5.1686 -23.4434 -7.0097  -0.760
21 S -7.2148 -23.7336 -3.5146  1.205
22 O -8.4893 -23.1521 -3.9815  -0.738
23 O -7.2457 -24.9036 -2.7321  -0.659
24 N -6.3506 -22.6051 -2.6629  -0.179
25 C -5.3306 -23.0120 -1.7262  -0.931
26 C -3.8998 -22.8539 -2.1892  -0.137
27 C -3.5000 -21.4134 -2.5157  0.687
28 O -2.5058 -20.8323 -2.0736  -0.636
29 O -4.2943 -20.9166 -3.4241  -0.307
30 H -2.1900 -23.9605 -7.4027  0.250
31 H -3.2615 -23.8465 -8.7697  0.316
32 H -2.7308 -25.4518 -8.2236  0.356
33 H -3.1853 -25.6059 -5.3976  0.419
34 H -4.9930 -25.4668 -3.7072  0.517
35 H -7.0128 -22.6765 -6.2067  0.669
36 H -5.2171 -22.9419 -7.9511  0.355
37 H -6.2670 -21.7237 -3.1034  0.277
38 H -5.5580 -24.0269 -1.4666  0.428
39 H -5.4535 -22.4863 -0.7797  0.364
40 H -3.5540 -23.4720 -3.0238  -0.072
41 H -3.1467 -23.2581 -1.5119  0.453
42 C -2.7182 -13.7068 -1.4345  -1.097
43 N -2.4785 -15.0763 -1.9838  0.370
44 N -3.1428 -15.3047 -3.2209  0.180
45 C -3.4802 -16.6262 -3.3017  0.821
46 O -3.6801 -17.1951 -4.3963  -0.785
47 C -3.3895 -17.1280 -1.9865  -0.533
48 C -2.8466 -16.1345 -1.1816  0.342
49 C -2.7491 -16.1453 0.2828  -1.494
50 C -2.4347 -14.8662 -4.4155  -0.254
51 C -0.9917 -14.9151 -4.4892  -0.056
52 C -0.4360 -14.8385 -5.7417  -0.720
53 C -1.2017 -14.6280 -6.8586  -0.402
54 C -2.5932 -14.4314 -6.8121  -0.589
55 C -3.2187 -14.5192 -5.5327  -0.127
56 H -2.6116 -12.9951 -2.2677  0.300
57 H -1.9395 -13.5088 -0.7089  0.433
58 H -3.7245 -13.6621 -1.0182  0.347
59 H -3.5852 -18.2061 -1.9091  0.323
60 H -3.4293 -16.8490 0.7212  0.374
61 H -2.8082 -15.1518 0.6800  0.435
62 H -1.7029 -16.3756 0.5229  0.330
63 H -0.4551 -15.0232 -3.4893  0.410
64 H 0.6486 -15.0493 -5.8682  0.497
65 H -0.7583 -14.4826 -7.8563  0.360
66 H -3.0967 -14.2497 -7.7797  0.374
67 H -4.3142 -14.2941 -5.4551  0.357

Forces on the atoms, in the same order (eV/Å):
Cu 0.1698 0.8713 -0.2375
N -0.4608 -1.5180 -0.1583
C -0.0225 0.4785 0.6089
C -0.2480 0.1695 -1.3064
C 0.5527 -1.3451 0.2349
C -0.0158 -1.1861 0.5737
C -0.3141 -1.0432 0.1548
N -0.2934 -1.2055 0.2841
C 0.7899 1.4389 0.3155
H 0.0454 0.4783 0.4334
H -0.5522 1.3519 -0.8325
H 1.0516 1.5957 0.0492
H -0.3570 0.4564 -0.1133
C -0.2465 1.7919 0.3349
C 0.8047 0.3129 -1.7461
C -0.5022 0.8112 0.6796
C 0.7890 -1.0606 -0.8042
C 0.2626 0.5112 -0.1628
C 2.4900 -2.3683 0.8331
C -1.2060 -0.6001 0.8013
S -1.7196 2.6895 -1.3863
O 2.6016 -0.5800 0.6313
O 0.0119 -1.5785 1.1152
N -1.4721 -1.2999 0.1106
C 0.1707 -0.0600 0.1706
C 1.9110 0.0477 0.0590
C -0.1102 0.1332 -0.8951
O -0.5556 -0.4462 0.1152
O 0.1342 -0.0238 0.3109
H 0.1086 -0.4378 -0.2668
H -0.1513 -0.6833 0.8503
H -0.1867 -0.3707 0.3142
H 0.0692 -0.6712 0.1636
H -0.2793 0.4405 -0.1373
H -1.9578 1.7571 -0.5573
H 0.0210 0.4077 -0.3922
H 0.2948 0.8900 -0.5004
H 0.0752 -0.6809 0.0256
H -0.0638 0.3737 -0.0405
H -0.9655 0.2422 -0.6692
H -0.4503 0.3272 1.0473
C 0.2121 -0.5232 -1.1028
N -1.2734 0.7625 0.5637
N 1.6586 1.6014 -1.1696
C 0.1988 -0.4222 -0.0814
O -0.3965 -0.7726 0.5144
C 0.2099 -0.5139 0.4669
C -1.0628 -1.8408 -1.6543
C 1.8092 0.3274 -0.2201
C 0.8124 0.9240 -0.6745
C -2.2781 -0.3217 1.9305
C 1.9805 -0.3239 0.1259
C -1.4132 0.7506 -1.7042
C 0.6688 -0.1871 1.1670
C -0.1241 0.1159 -0.8824
H -0.0577 -0.2750 0.3721
H -0.0603 0.1096 0.2053
H 0.0662 0.2571 0.0963
H 0.0838 0.5909 1.0237
H -0.1828 -0.1673 0.2524
H -0.7142 0.5231 0.3643
H -0.1653 -0.5231 0.1918
H -0.4535 -0.1268 -1.8172
H -0.9824 0.6689 0.1703
H 0.1263 -0.4288 0.6477
H -0.0503 0.0235 1.0235
H 1.1651 -0.6461 0.1796

Calculated values
total energy = -101614.316 eV
2S+1 = 1
HOMO-LUMO gap = 8.53 eV



2.
# C12H22Br3CaCl4CsF3KNO11S

C12H22Br3CaCl4CsF3KNO11S as an isolated structure at a distorted geometry (the ωB97M-V functional and the def2-TZVPD basis, the Open Molecules 2025 dataset).

Last column: Mulliken charge in e.
Atoms and positions in Å:
1 C -3.6859 2.6761 -1.0436  -0.453
2 C -3.3766 2.5254 0.2908  0.310
3 O -3.6887 3.4870 1.3341  -0.140
4 C -4.7271 3.0757 2.2479  0.596
5 O -5.6900 3.6996 2.2815  -0.366
6 O -4.6558 1.9833 3.1761  -0.558
7 O -3.3946 1.4766 3.3107  0.070
8 C -2.5233 2.1523 4.2276  -0.981
9 C -1.0989 1.7429 3.7090  0.572
10 C -0.5476 2.6490 2.5463  -1.599
11 O -1.2491 0.4363 3.2004  -0.244
12 H -4.6963 2.4149 -1.3946  0.278
13 H -2.8739 3.0248 -1.7035  -0.062
14 H -2.7820 1.6031 0.6208  0.094
15 H -2.6792 1.7318 5.2408  0.352
16 H -2.6601 3.2465 4.2733  0.384
17 H -0.4280 1.7923 4.5957  0.334
18 H -0.8215 2.2621 1.5484  0.720
19 H 0.5664 2.6854 2.7104  0.135
20 H -0.9131 3.6877 2.6118  0.377
21 H -0.7124 0.3094 2.4110  0.161
22 K -4.7281 0.4373 1.7990  0.909
23 C -0.7586 -3.2555 2.6099  0.455
24 F -0.6390 -1.8560 2.4045  -0.122
25 F 0.4596 -3.7828 2.4563  -0.255
26 F -1.0597 -3.4098 3.8951  -0.241
27 S -2.0320 -3.9664 1.4621  1.083
28 O -1.5205 -3.6748 0.1368  -0.651
29 O -3.1894 -3.2021 1.8324  -0.516
30 O -2.0834 -5.3667 1.7658  -0.655
31 Cl -6.1242 -2.8424 1.7743  -0.839
32 Ca 1.9711 1.3697 2.5003  1.378
33 C 4.1760 2.6229 -2.2742  -0.762
34 N 4.0650 1.8202 -1.0272  0.852
35 O 4.2761 2.3740 0.0313  -0.547
36 O 3.7610 0.6526 -1.1365  -0.534
37 H 4.4493 3.6384 -2.0107  0.309
38 H 4.9433 2.1636 -2.8913  0.306
39 H 3.2067 2.5980 -2.7666  0.321
40 C 4.8237 -3.2594 -1.9638  -1.765
41 C 5.4162 -2.8666 -0.6291  -0.028
42 O 5.8328 -1.5134 -0.6635  -0.468
43 H 5.5566 -3.1220 -2.7657  0.248
44 H 4.5021 -4.3011 -1.9550  0.497
45 H 3.9688 -2.6323 -2.2060  0.713
46 H 6.2877 -3.4827 -0.3973  0.312
47 H 4.6833 -2.9920 0.1725  0.277
48 H 5.0585 -0.9718 -0.8579  0.294
49 Cl 1.1410 -0.9080 2.0677  -0.542
50 Cs 5.4199 -5.2224 -3.2634  0.998
51 C -0.8195 -5.2025 -4.8505  -0.337
52 Br -0.1860 -6.3390 -6.2764  -0.036
53 Br -1.5808 -6.2162 -3.4039  0.073
54 Br 0.5655 -4.0014 -4.2271  -0.032
55 H -1.6090 -4.5869 -5.2601  0.335
56 C -1.3123 4.4318 -4.1081  -0.320
57 Cl -0.3933 3.5413 -2.8785  -0.155
58 Cl -0.3963 5.8078 -4.7206  -0.142
59 H -1.5348 3.7617 -4.9311  0.335
60 H -2.2343 4.7922 -3.6642  0.272

Forces on the atoms, in the same order (eV/Å):
C -0.6411 0.1583 0.8235
C 2.0269 -0.3743 0.1859
O -2.0241 -3.8236 0.6884
C 1.8304 0.6442 0.1901
O -2.6711 1.1730 0.1755
O -0.1518 5.6484 1.9954
O 2.2314 -0.1134 0.1045
C 0.5209 -0.2460 0.5458
C -0.9376 0.1198 -0.9477
C -0.0807 0.1745 1.0486
O 0.0174 0.7064 1.0489
H -0.1487 2.2706 0.0230
H -0.0363 -2.2843 -0.3120
H 0.7411 2.2412 -0.1309
H 0.0231 0.2049 -0.5386
H -0.1322 -0.4264 -0.2965
H -0.1487 -0.0586 -0.3619
H 0.2715 0.0651 0.4453
H -1.6218 1.2545 -0.3652
H 0.4134 -0.3538 -0.0129
H 0.1059 -0.5464 0.0304
K -1.5151 -6.5272 -3.7930
C -0.4882 0.2103 -0.0139
F -3.9606 -3.8414 0.8320
F 0.4362 0.2063 -0.2889
F -0.1886 0.1990 0.0932
S -1.2211 0.1008 -0.8335
O 0.7889 0.3749 -0.0499
O 0.5022 0.4610 0.3422
O 0.5850 -0.3833 0.5413
Cl -0.3000 1.1598 -0.0322
Ca 1.0209 -2.1739 -0.5443
C 0.1056 0.2907 -0.0872
N 0.0275 -0.1250 -0.4528
O -0.3005 0.2036 0.6647
O -0.0707 -0.0655 -0.0122
H 0.0055 -0.0549 0.0934
H -0.0960 -0.0931 -0.0171
H 0.0388 -0.1389 -0.0191
C -1.1651 2.5063 1.9477
C -0.2167 0.5809 0.2556
O 0.2961 -0.1174 -0.1272
H -0.2891 1.2081 0.8242
H -1.7878 3.2050 2.8368
H -0.2274 0.1002 0.0776
H 0.0701 0.1528 0.0892
H -0.0250 -0.3010 -0.0761
H 0.0047 0.0408 0.1386
Cl 5.1692 3.8213 -0.9168
Cs 3.0668 -7.4653 -5.9179
C -0.2694 -0.3420 0.1775
Br 0.0338 0.1018 0.0786
Br 0.1821 0.2015 -0.1485
Br 0.0514 0.0214 -0.0113
H 0.1048 0.0514 -0.0006
C -0.1092 0.1813 -0.2342
Cl -0.0035 -0.1273 0.1000
Cl -0.0672 -0.0409 0.0052
H 0.1292 -0.0451 0.0471
H 0.0946 0.0288 0.0921

Calculated values
total energy = -351305.347 eV
2S+1 = 1
HOMO-LUMO gap = 1.76 eV
net charge = +1



3.
# CH3N5O

One molecule with the formula CH3N5O at a distorted geometry (the ωB97M-V functional and the def2-TZVPD basis, the Open Molecules 2025 dataset).

Last column: Mulliken charge in e.
Atoms and positions in Å:
1 C 0.2477 -0.3648 -0.0806  0.653
2 H 2.1397 1.1394 0.4905  0.221
3 H 3.2591 -0.0912 0.4118  0.271
4 H -1.9252 1.5060 0.6507  0.292
5 N 2.4186 0.3372 -0.0405  -0.456
6 N 1.4596 -0.6880 -0.0292  -0.322
7 N -0.9166 -1.1964 0.0285  -0.180
8 N -1.9077 -0.4322 0.0844  -0.196
9 N -1.5842 0.8724 -0.1060  -0.001
10 O -0.1560 0.9230 -0.0788  -0.281

Forces on the atoms, in the same order (eV/Å):
C 0.2007 0.0132 0.4432
H -0.3173 0.5469 0.3184
H -1.0224 0.7171 -0.7014
H 0.1615 -0.8551 -0.6711
N 0.9241 -1.6087 0.3087
N 0.0197 -0.5891 -0.0809
N -0.0927 0.8552 -0.1784
N 0.0944 -0.8375 0.1685
N 0.6278 0.4745 0.5228
O -0.5959 1.2835 -0.1298

Calculated values
ΔE to the lowest compared entry with this formula, charge and spin = 2.266 eV
structure (SMILES) = N/N=c1/nn[nH]o1
total energy = -10579.418 eV
2S+1 = 1
HOMO-LUMO gap = 8.90 eV



4.
# C3H9ClOSi

A 2-piece molecular cluster, C3H9ClOSi overall at a distorted geometry (the ωB97M-V functional and the def2-TZVPD basis, the Open Molecules 2025 dataset).

Last column: Mulliken charge in e.
Atoms and positions in Å:
1 C -1.3324 0.2419 1.4838  -0.861
2 C -0.2188 -1.4127 -0.9188  -0.872
3 C 0.4072 1.3343 -0.6718  -0.772
4 O 1.5657 -0.2412 1.3916  -0.303
5 Si 0.2763 -0.2286 0.6132  0.471
6 Cl 3.3714 -0.3488 -0.8363  -0.281
7 H -1.9759 0.5534 0.6030  0.224
8 H -1.7419 -0.4992 2.0169  0.397
9 H -1.0776 1.0910 2.0994  0.274
10 H 0.7092 -1.7208 -1.3713  0.263
11 H -0.5995 -2.4056 -0.5325  0.316
12 H -0.8846 -0.8524 -1.5707  0.327
13 H 1.3227 1.0326 -1.1760  0.151
14 H -0.6420 1.3155 -1.1155  0.386
15 H 0.8203 2.1406 -0.0149  0.280

Forces on the atoms, in the same order (eV/Å):
C 1.7570 2.7692 -2.8142
C 0.6627 -1.1342 2.4804
C -0.0569 0.1239 1.5539
O 4.7116 -0.4350 2.7262
Si -5.4857 0.0941 -5.7815
Cl -0.5458 0.1327 0.4154
H 0.5834 -0.3653 1.2058
H -1.6552 -2.7544 2.0048
H -0.3344 0.3708 0.2780
H 0.3751 0.3822 -0.6260
H -0.2783 1.2005 -0.4144
H -0.0176 -0.3515 0.0266
H -0.2357 -0.7684 -0.8437
H 1.8822 0.7592 0.2677
H -1.3624 -0.0239 -0.4790

Calculated values
ΔE to the lowest compared entry with this formula, charge and spin = 7.848 eV
total energy = -25699.945 eV
2S+1 = 1
HOMO-LUMO gap (spin up / spin down) = 4.30 / 6.19 eV